Run P
ORCA calculation (ωB97M-V/def2-TZVPD) on a 2-piece molecular cluster, C9H14 overall.

Bonds (Å) are listed after each position.
Positions of all 23 atoms, in Å:
1 C -2.015 2.680 -0.803  C2 1.524, H3 1.092, H4 1.087, H5 1.084
2 C -1.190 2.153 -1.972  C1 1.524, H6 1.093, H7 1.084, H8 1.099
3 H -2.500 3.635 -1.011  C1 1.092
4 H -2.730 1.920 -0.498  C1 1.087
5 H -1.409 2.944 0.056  C1 1.084
6 H -0.161 2.511 -1.888  C2 1.093
7 H -1.652 2.212 -2.951  C2 1.084
8 H -0.955 1.092 -1.811  C2 1.099
9 C 0.073 1.171 1.697  C11 1.515, H18 1.091, H19 1.088, H23 1.087
10 C 1.667 -0.324 0.400  C11 1.394, C12 1.384, H16 1.083
11 C 0.380 -0.058 0.866  C9 1.515, C10 1.394, C14 1.397
12 C 1.946 -1.549 -0.180  C10 1.384, C13 1.393, H17 1.085
13 C 0.949 -2.497 -0.398  C12 1.393, C15 1.388, H20 1.081
14 C -0.600 -1.041 0.716  C11 1.397, C15 1.381, H21 1.085
15 C -0.313 -2.257 0.128  C13 1.388, C14 1.381, H22 1.083
16 H 2.421 0.409 0.658  C10 1.083
17 H 2.972 -1.840 -0.377  C12 1.085
18 H -0.577 0.889 2.527  C9 1.091
19 H -0.499 1.866 1.087  C9 1.088
20 H 1.251 -3.384 -0.936  C13 1.081
21 H -1.614 -0.715 0.925  C14 1.085
22 H -1.078 -2.999 -0.067  C15 1.083
23 H 0.990 1.581 2.112  C9 1.087

**Structure (SMILES)**: Cc1ccccc1.CC
**HOMO level**: -8.932 eV
**LUMO level**: 1.01 eV

=====

Run Q
ORCA calculation (ωB97M-V/def2-TZVPD) on a 2-piece molecular cluster, C9H14 overall.

Bonds (Å) are listed after each position.
Positions of all 23 atoms, in Å:
1 C 0.989 1.233 -1.697  C7 1.520, H13 1.081, H14 1.082, H15 1.096
2 C -1.064 -2.482 -0.889  C3 1.374, C4 1.406, H8 1.083
3 C 0.098 -2.237 -0.199  C2 1.374, C5 1.422, H9 1.080
4 C -1.508 -1.540 -1.835  C2 1.406, C6 1.365, H10 1.076
5 C 0.723 -0.975 -0.397  C3 1.422, C7 1.348, H11 1.088
6 C -0.933 -0.312 -1.990  C4 1.365, C7 1.441, H12 1.082
7 C 0.321 -0.080 -1.321  C1 1.520, C5 1.348, C6 1.441
8 H -1.643 -3.362 -0.635  C2 1.083
9 H 0.586 -2.763 0.609  C3 1.080
10 H -2.433 -1.781 -2.328  C4 1.076
11 H 1.621 -0.739 0.171  C5 1.088
12 H -1.362 0.429 -2.653  C6 1.082
13 H 0.658 2.005 -1.016  C1 1.081
14 H 0.806 1.383 -2.752  C1 1.082
15 H 2.046 1.284 -1.413  C1 1.096
16 C 0.758 1.612 2.588  C17 1.528, H18 1.089, H19 1.084, H20 1.096
17 C -0.495 0.881 2.106  C16 1.528, H21 1.091, H22 1.090, H23 1.093
18 H 0.888 1.700 3.666  C16 1.089
19 H 1.619 1.101 2.171  C16 1.084
20 H 0.752 2.592 2.098  C16 1.096
21 H -0.503 0.904 1.015  C17 1.091
22 H -1.435 1.344 2.405  C17 1.090
23 H -0.487 -0.195 2.297  C17 1.093

**Structure (SMILES)**: Cc1ccccc1.CC
**HOMO level**: -9.011 eV
**LUMO level**: 1.02 eV

=====

Run R
ORCA calculation (ωB97M-V/def2-TZVPD) on a 2-piece molecular cluster, C9H14 overall.

Bonds (Å) are listed after each position.
Positions of all 23 atoms, in Å:
1 C 1.691 1.164 3.409  C2 1.513, H3 1.099, H4 1.091, H5 1.083
2 C 2.840 0.710 2.537  C1 1.513, H6 1.088, H7 1.083, H8 1.089
3 H 0.797 0.568 3.182  C1 1.099
4 H 1.865 1.005 4.474  C1 1.091
5 H 1.426 2.205 3.267  C1 1.083
6 H 3.124 -0.325 2.717  C2 1.088
7 H 2.567 0.773 1.492  C2 1.083
8 H 3.791 1.208 2.720  C2 1.089
9 C -3.333 -1.076 -1.312  C13 1.513, H20 1.089, H21 1.082, H23 1.084
10 C 0.148 -0.629 -2.868  C11 1.383, C12 1.397, H16 1.078
11 C 0.809 0.033 -1.850  C10 1.383, C14 1.391, H17 1.075
12 C -1.189 -0.976 -2.659  C10 1.397, C13 1.386, H18 1.097
13 C -1.869 -0.729 -1.478  C9 1.513, C12 1.386, C15 1.393
14 C 0.119 0.371 -0.691  C11 1.391, C15 1.386, H19 1.077
15 C -1.179 -0.060 -0.469  C13 1.393, C14 1.386, H22 1.087
16 H 0.555 -0.851 -3.841  C10 1.078
17 H 1.820 0.394 -1.909  C11 1.075
18 H -1.766 -1.461 -3.456  C12 1.097
19 H 0.604 0.890 0.119  C14 1.077
20 H -3.876 -0.761 -2.202  C9 1.089
21 H -3.735 -0.543 -0.460  C9 1.082
22 H -1.732 0.228 0.421  C15 1.087
23 H -3.476 -2.137 -1.145  C9 1.084

**Structure (SMILES)**: Cc1ccccc1.CC
**HOMO level**: -9.084 eV
**LUMO level**: 1.02 eV

=====

Run S
ORCA calculation (ωB97M-V/def2-TZVPD) on a 2-piece molecular cluster, C9H14 overall.

Bonds (Å) are listed after each position.
Positions of all 23 atoms, in Å:
1 C 1.524 -1.679 2.003  C2 1.531, H3 1.086, H4 1.088, H5 1.090
2 C 2.133 -0.845 0.873  C1 1.531, H6 1.087, H7 1.089, H8 1.089
3 H 0.559 -2.053 1.678  C1 1.086
4 H 2.126 -2.542 2.282  C1 1.088
5 H 1.351 -1.061 2.884  C1 1.090
6 H 1.679 0.131 0.720  C2 1.087
7 H 1.983 -1.378 -0.065  C2 1.089
8 H 3.210 -0.745 1.003  C2 1.089
9 C -0.321 -1.239 -1.777  C11 1.518, H18 1.089, H19 1.084, H23 1.088
10 C -0.246 1.237 -1.450  C11 1.382, C12 1.391, H16 1.086
11 C -0.778 0.021 -1.065  C9 1.518, C10 1.382, C13 1.389
12 C -0.595 2.435 -0.833  C10 1.391, C14 1.396, H17 1.079
13 C -1.826 0.086 -0.157  C11 1.389, C15 1.392, H20 1.089
14 C -1.488 2.436 0.240  C12 1.396, C15 1.394, H21 1.082
15 C -2.151 1.247 0.541  C13 1.392, C14 1.394, H22 1.081
16 H 0.520 1.379 -2.206  C10 1.086
17 H -0.123 3.370 -1.090  C12 1.079
18 H -0.714 -2.155 -1.337  C9 1.089
19 H 0.760 -1.203 -1.707  C9 1.084
20 H -2.205 -0.856 0.237  C13 1.089
21 H -1.727 3.377 0.719  C14 1.082
22 H -2.932 1.251 1.289  C15 1.081
23 H -0.737 -1.213 -2.782  C9 1.088

**Structure (SMILES)**: Cc1ccccc1.CC
**HOMO level**: -9.105 eV
**LUMO level**: 1.04 eV

=====

It is run R that is the most stable of them.